The following is a DFT calculation (wB97M-V/def2-TZVPD) of a structure of composition C54H41AsOP2PtS5.

```
105
Properties=species:S:1:pos:R:3:forces:R:3
Pt -0.1338 0.4334 1.1152 0.3 -0.5 -0.8
O 2.4310 3.6042 1.2431 0.2 0.1 0.3
S 1.5383 2.8739 0.3317 0.1 0.6 -0.2
C 0.2466 4.0305 -0.1443 -0.1 -0.3 -0.1
C 0.5959 5.3677 -0.2716 0.1 0.1 0.1
C -0.3500 6.2800 -0.7088 0.0 -0.1 0.0
C -1.6344 5.8503 -1.0201 -0.1 0.1 0.0
C -1.9990 4.5296 -0.8215 0.1 -0.1 0.0
C -1.0661 3.6060 -0.3463 0.1 -0.1 0.0
P -1.6843 1.9806 0.1857 -0.3 -0.1 0.3
C -2.9167 2.3304 1.4588 0.0 0.0 0.0
C -3.7424 1.2789 1.8724 0.1 0.1 0.0
C -4.5977 1.4503 2.9448 0.0 -0.1 0.0
C -4.6290 2.6643 3.6210 0.0 0.0 0.0
C -3.8046 3.7039 3.2224 0.0 0.1 0.1
C -2.9410 3.5404 2.1482 0.1 -0.1 -0.1
C -2.5437 1.3309 -1.2709 0.1 0.0 0.0
C -3.9252 1.1678 -1.3387 0.0 0.1 0.0
C -4.5072 0.7405 -2.5238 -0.1 0.0 -0.1
C -3.7253 0.4887 -3.6407 0.0 0.0 0.0
C -2.3454 0.6392 -3.5702 0.1 0.0 0.0
C -1.7538 1.0501 -2.3884 0.0 0.0 0.1
C 2.5291 2.7675 -1.2098 -0.1 -0.3 0.1
C 2.6004 3.7817 -2.1483 0.0 -0.1 0.1
C 3.6161 3.7776 -3.0970 0.0 0.0 -0.1
C 4.5723 2.7780 -3.1033 0.0 0.0 -0.1
C 4.4784 1.7270 -2.2032 0.0 0.0 0.2
C 3.4483 1.7023 -1.2705 -0.3 -0.1 0.0
P 3.2367 0.2349 -0.2185 1.1 0.2 0.0
C 4.0001 0.5857 1.3896 -0.3 -0.2 -0.2
C 5.3918 0.4427 1.3650 0.0 0.1 -0.1
C 6.1385 0.7649 2.4837 0.0 0.0 0.0
C 5.5012 1.2226 3.6282 0.0 0.0 0.1
C 4.1241 1.3758 3.6493 0.0 0.0 0.0
C 3.3712 1.0694 2.5294 0.0 0.1 -0.1
C 4.0859 -1.1961 -0.9225 -0.2 0.2 -0.1
C 4.5834 -2.1919 -0.0847 0.0 0.0 0.0
C 5.0036 -3.3931 -0.6355 0.0 0.0 0.0
C 4.8970 -3.6105 -2.0010 0.0 -0.1 0.0
C 4.3664 -2.6306 -2.8315 0.0 0.0 0.0
C 3.9567 -1.4240 -2.2960 0.1 0.0 0.1
H 1.5982 5.6781 -0.0025 0.0 0.0 0.0
H -0.0848 7.3234 -0.8115 0.0 0.0 0.0
H -2.3688 6.5605 -1.3763 0.0 0.0 0.0
H -3.0186 4.2116 -1.0048 0.0 0.0 0.0
H -3.7094 0.3323 1.3463 0.0 0.0 0.1
H -5.2312 0.6340 3.2672 0.0 0.0 0.0
H -5.2938 2.7921 4.4647 0.0 0.0 0.0
H -3.8255 4.6461 3.7536 0.0 0.0 0.0
H -2.2811 4.3469 1.8550 0.0 0.0 0.0
H -4.5498 1.3859 -0.4827 0.0 0.0 -0.1
H -5.5809 0.6175 -2.5776 0.0 0.0 0.0
H -4.1877 0.1830 -4.5697 0.0 0.0 0.0
H -1.7338 0.4365 -4.4406 0.0 0.0 0.0
H -0.6760 1.1700 -2.3281 0.0 0.0 -0.1
H 1.8798 4.5842 -2.1438 0.0 0.0 0.0
H 3.6630 4.5771 -3.8243 0.0 0.0 0.0
H 5.3811 2.8009 -3.8208 0.0 0.0 0.0
H 5.2055 0.9252 -2.2221 0.0 0.0 -0.1
H 5.8838 0.0801 0.4707 0.1 0.0 0.1
H 7.2142 0.6570 2.4612 0.0 0.0 0.0
H 6.0818 1.4612 4.5094 0.0 0.0 0.0
H 3.6334 1.7506 4.5378 0.0 0.0 0.0
H 2.3054 1.2313 2.5546 -0.1 0.0 0.0
H 4.6345 -2.0298 0.9848 0.0 -0.1 0.0
H 5.4146 -4.1605 0.0068 0.0 0.0 0.0
H 5.2237 -4.5536 -2.4196 0.0 0.0 0.0
H 4.2609 -2.8080 -3.8934 0.1 0.0 0.0
H 3.5364 -0.6552 -2.9327 0.0 -0.1 -0.1
S -0.8063 1.1184 3.5949 0.1 -0.3 -0.4
S 0.3693 -0.2568 4.4490 0.0 0.1 -0.2
S 1.1285 -1.2105 2.8625 -0.2 0.1 0.0
S 1.3172 -0.3730 -0.6183 -0.9 0.0 0.9
C -6.1476 -3.2289 -0.2886 0.0 0.0 0.0
C -5.2832 -3.1862 -1.3731 0.0 0.0 0.0
C -4.0022 -2.6730 -1.2281 0.1 0.1 0.0
C -3.5931 -2.2161 0.0170 0.1 0.4 0.0
C -4.4618 -2.2362 1.1029 0.1 0.1 0.0
C -5.7379 -2.7540 0.9499 0.0 0.0 0.0
As -1.7386 -1.6585 0.3296 0.1 -0.6 0.4
C -1.2273 -3.0011 1.6204 0.1 -0.1 0.0
C -1.5880 -3.0761 2.9543 0.0 0.1 0.0
C -1.0271 -4.0591 3.7563 0.0 0.0 0.0
C -0.0992 -4.9469 3.2217 0.0 0.0 0.1
C 0.2464 -4.8856 1.8821 0.0 0.0 -0.1
C -0.3239 -3.9158 1.0615 -0.1 0.1 0.3
C -0.0712 -3.7419 -0.3749 -0.1 0.1 -0.2
C 0.7223 -4.5690 -1.1651 0.0 0.0 0.1
C 0.8390 -4.3272 -2.5245 0.0 0.0 0.0
C 0.1648 -3.2648 -3.1134 0.0 0.0 -0.1
C -0.6262 -2.4279 -2.3396 0.0 0.1 0.0
C -0.7428 -2.6662 -0.9798 0.1 -0.1 0.0
H -7.1434 -3.6336 -0.4100 0.0 0.0 0.0
H -5.6051 -3.5595 -2.3363 0.0 0.0 0.0
H -3.3304 -2.6463 -2.0762 0.0 0.0 0.0
H -4.1393 -1.8649 2.0690 0.0 -0.1 0.0
H -6.4099 -2.7944 1.7968 0.0 0.0 0.0
H -2.2739 -2.3518 3.3786 0.0 0.0 0.1
H -1.2956 -4.1187 4.8029 0.0 0.0 0.0
H 0.3534 -5.6971 3.8565 0.0 0.0 0.0
H 0.9554 -5.5957 1.4758 0.0 0.0 0.0
H 1.2302 -5.4168 -0.7236 0.0 0.0 0.0
H 1.4447 -4.9812 -3.1383 0.0 0.0 0.0
H 0.2543 -3.0956 -4.1789 0.0 0.0 0.0
H -1.1397 -1.5921 -2.7958 0.0 0.0 0.0
```
Positions in Å, forces in eV/Å.

- energy relative to the best compared isomer or geometry (same formula, charge and spin) (kcal per mole) = 8.4
- multiplicity = 5
- largest force on an atom (Eh/bohr) = 0.0247
- net charge = +2
- E (eV) = -195536.190
- E_LUMO (alpha / beta) (eV) = -4.854 / -8.633